Molecular formula: C5H2ClF7
Method: DFT, the ωB97M-V functional and the def2-TZVPD basis

Its SMILES is F/C=C/C(Cl)(C(F)(F)F)C(F)(F)F. For the HOMO-LUMO gap, the calculation gives 11.39 eV. Its LUMO energy is 0.0241 Eh. Its charge is 0.

Structure (XYZ):
```
15
Properties=species:S:1:pos:R:3:forces:R:3:nbo_charge:R:1
C -1.091 -0.258 -0.665 2.5 1.3 0.0 -0.285
C -2.029 0.028 0.211 2.1 0.1 2.5 0.255
C 0.506 -0.018 -0.497 -0.8 0.8 0.8 -0.194
C 0.754 1.350 0.201 1.3 0.7 -2.3 0.964
C 1.003 -1.256 0.326 -0.1 -0.6 -1.0 0.961
F -3.298 -0.272 -0.001 -0.4 0.2 0.1 -0.305
F 0.339 1.382 1.409 -1.1 0.2 2.3 -0.291
F 0.061 2.235 -0.553 0.3 0.3 0.6 -0.322
F 2.059 1.810 0.241 -1.2 -1.0 -0.3 -0.326
F 0.172 -2.251 -0.042 0.6 -0.7 -0.1 -0.319
F 0.853 -1.103 1.620 -0.4 0.6 1.0 -0.303
F 2.261 -1.672 0.169 -0.1 0.4 -0.7 -0.302
Cl 1.337 0.269 -2.067 -0.5 -1.1 0.4 0.043
H -1.218 -0.618 -1.641 -0.8 -0.6 -1.1 0.236
H -1.708 0.374 1.288 -1.4 -0.5 -2.2 0.188
```
Forces are in eV/Å.

Molecular formula: C5H3N2O3
Method: DFT, the ωB97M-V functional and the def2-TZVPD basis

For the HOMO-LUMO gap, the calculation gives 9.98 eV. Its LUMO energy is -0.1922 Eh. Its charge is +1.

Structure (XYZ):
```
13
Properties=species:S:1:pos:R:3:forces:R:3:nbo_charge:R:1
C -1.514 1.205 -0.859 0.9 -3.1 0.6 -0.013
C -1.251 -2.135 0.369 -1.0 4.4 -2.0 1.026
C -1.174 -0.208 0.845 0.9 -0.3 1.1 0.269
C -1.526 -0.057 -1.426 -0.2 3.1 0.8 -0.087
C 4.722 0.105 0.922 0.2 0.5 -0.1 1.022
N -1.229 -0.936 -0.336 -0.3 -0.9 1.8 -0.458
N -1.231 1.094 0.561 -0.9 -2.1 -2.6 -0.517
O 5.390 0.671 1.654 1.0 0.6 1.3 -0.489
O 4.044 -0.402 0.151 -1.2 -1.1 -1.2 -0.532
O -1.471 -3.133 0.829 0.5 -0.9 0.1 -0.253
H -1.514 2.037 -1.522 -0.3 1.0 0.4 0.274
H -1.847 -0.022 -2.450 0.3 -1.7 -0.4 0.294
H -1.400 1.781 1.264 0.2 0.6 0.4 0.464
```
Forces are in eV/Å.

Molecular formula: C19H14BrN3O3Rh
Method: DFT, the ωB97M-V functional and the def2-TZVPD basis

For the HOMO-LUMO gap, the calculation gives 6.11 eV. Its LUMO energy is -0.1766 Eh. Its charge is +1.

Structure (XYZ):
```
41
Properties=species:S:1:pos:R:3:forces:R:3:nbo_charge:R:1
Rh -0.013 0.355 -1.409 0.1 -0.6 0.2 0.962
O -0.287 2.284 -1.539 0.2 0.2 0.2 -0.650
C -0.765 2.770 -0.362 0.1 -0.2 -0.2 0.384
C -1.462 3.967 -0.278 0.0 -0.1 0.0 -0.315
C -2.040 4.301 0.941 0.0 0.0 0.1 -0.167
C -1.930 3.472 2.055 0.0 0.1 0.0 -0.244
C -1.183 2.304 1.982 0.0 0.0 0.0 -0.162
C -0.585 1.972 0.776 0.0 0.2 -0.1 -0.209
C 0.393 0.900 0.492 -0.4 0.1 -0.5 -0.112
N 0.447 -0.233 1.348 0.4 -0.2 0.2 -0.050
N 1.337 -1.084 1.197 -0.2 -0.1 -0.4 -0.187
C 2.258 -1.021 0.043 0.0 0.1 0.2 0.639
O 2.020 -0.417 -1.006 0.1 0.0 -0.1 -0.617
C 3.441 -1.852 0.206 0.0 0.1 0.0 -0.141
C 4.430 -1.804 -0.785 0.0 0.0 0.0 -0.159
C 5.559 -2.586 -0.662 0.0 0.0 0.0 -0.202
C 5.703 -3.422 0.441 0.0 0.0 0.0 -0.133
C 4.727 -3.475 1.426 0.0 0.0 0.0 -0.219
C 3.593 -2.689 1.318 0.0 0.0 0.0 -0.147
H -1.566 4.600 -1.151 0.0 0.0 0.0 0.236
H -2.597 5.226 1.020 0.0 0.0 0.0 0.226
H -2.402 3.754 2.986 0.0 0.0 0.0 0.228
H -1.045 1.669 2.847 0.0 0.0 0.0 0.232
H 1.388 1.315 0.294 0.0 0.1 0.2 0.218
H 4.304 -1.145 -1.633 0.0 0.0 0.0 0.237
H 6.332 -2.549 -1.418 0.0 0.0 0.0 0.232
H 6.589 -4.037 0.532 0.0 0.0 0.0 0.231
H 4.850 -4.130 2.278 0.0 0.0 0.0 0.234
H 2.827 -2.721 2.077 0.0 0.0 0.0 0.248
O -5.810 -1.249 -0.770 0.1 0.0 0.0 -0.610
C -4.587 -0.777 -1.000 0.0 -0.1 0.0 0.405
C -4.292 0.578 -1.154 0.0 0.0 0.0 -0.315
C -2.990 0.959 -1.369 0.0 0.0 -0.1 0.101
N -1.987 0.067 -1.444 -0.4 0.1 0.2 -0.479
C -2.300 -1.226 -1.323 0.0 0.0 0.0 0.171
Br -0.809 -2.379 -1.524 0.1 0.2 0.1 0.173
C -3.555 -1.716 -1.096 0.0 0.1 0.0 -0.315
H -6.461 -0.539 -0.730 -0.1 0.0 0.0 0.502
H -5.065 1.333 -1.106 0.0 0.0 0.0 0.247
H -2.720 1.996 -1.496 0.0 0.0 0.0 0.255
H -3.749 -2.773 -1.002 0.0 0.0 0.0 0.270
```
Forces are in eV/Å.

Molecular formula: C31H40F5NNdO6P2S
Method: DFT, the ωB97M-V functional and the def2-TZVPD basis

The expectation value of S² is 3.753. The spin multiplicity is 4. For the HOMO-LUMO gap (alpha / beta), the calculation gives 8.03 / 8.04 eV. Its LUMO energy (alpha / beta) is 0.0929 / 0.0930 Eh. Its charge is -1.

Structure (XYZ):
```
87
Properties=species:S:1:pos:R:3:forces:R:3:mulliken_charge:R:1
Nd 0.242 -0.255 -0.544 1.0 -0.5 3.0 0.360
N 0.097 -1.291 2.240 0.1 -0.2 -0.3 -0.341
C 1.068 -0.715 3.086 0.2 -0.1 0.1 0.434
C 0.682 -0.026 4.229 -0.1 0.1 -0.1 -0.647
C 1.626 0.526 5.077 0.0 0.0 0.1 -0.750
C 2.975 0.356 4.818 0.0 0.1 0.1 -0.708
C 3.363 -0.334 3.685 -0.1 0.0 0.1 -0.658
C 2.434 -0.862 2.796 -0.1 0.1 0.1 0.638
C 2.916 -1.590 1.602 -0.3 0.2 -0.3 0.472
C 3.858 -2.593 1.829 -0.1 -0.1 0.0 -0.533
C 4.384 -3.305 0.772 0.2 0.0 -0.1 -0.718
C 4.007 -2.963 -0.514 0.0 -0.1 -0.2 -0.850
C 3.074 -1.959 -0.730 -0.3 0.4 0.1 -0.199
C 2.450 -1.228 0.311 0.5 -0.4 0.2 -0.004
H -0.824 -1.333 2.667 0.2 0.0 -0.3 0.229
H 0.397 -2.189 1.865 -0.1 0.1 0.2 0.323
H -0.373 0.076 4.455 0.0 0.0 0.0 0.321
H 1.306 1.076 5.948 -0.1 0.0 0.1 0.367
H 3.720 0.759 5.489 0.0 0.1 0.1 0.379
H 4.412 -0.477 3.478 0.1 0.0 -0.1 0.490
H 4.158 -2.841 2.840 0.0 0.0 0.1 0.463
H 5.085 -4.108 0.953 0.1 -0.1 0.0 0.360
H 4.429 -3.494 -1.356 0.0 0.0 -0.1 0.404
H 2.815 -1.734 -1.764 0.0 -0.1 0.1 0.292
C 0.191 4.424 -3.544 -0.1 -0.3 -0.2 -1.103
C 0.459 3.180 -4.386 0.5 0.6 -0.1 0.714
C 1.893 2.716 -4.186 -0.3 -0.1 -0.1 -1.572
O -0.526 2.188 -4.130 -0.5 -0.6 0.4 -0.372
P -0.811 1.273 -2.814 -1.8 0.7 -2.2 2.158
O -0.289 1.729 -1.466 0.2 0.9 0.2 -0.842
C -1.644 -0.346 -3.230 0.7 -0.1 0.7 -1.222
P -0.516 -1.798 -2.946 -1.4 -0.4 -2.3 0.724
O -0.046 -2.218 -1.577 0.0 -0.6 0.4 -0.948
O 0.283 -2.603 -4.118 0.0 0.0 0.6 -0.187
C -0.160 -2.601 -5.462 -0.2 0.0 -0.7 0.994
C 0.250 -3.927 -6.104 -0.2 0.3 0.3 -1.772
C 0.435 -1.422 -6.230 -0.2 -0.1 0.3 -1.191
O -1.963 -2.712 -3.109 0.8 0.5 0.0 -0.296
C -1.958 -4.107 -2.931 -0.1 -0.6 0.0 0.734
C -2.962 -4.702 -3.922 0.4 0.2 0.2 -1.691
C -2.320 -4.459 -1.492 0.2 0.2 -0.3 -1.275
O -2.445 1.806 -2.663 0.6 -0.3 0.0 -0.674
C -2.965 3.106 -2.746 -0.1 0.4 -0.1 0.970
C -2.689 3.946 -1.501 0.1 -0.3 -0.3 -1.109
C -4.475 2.997 -2.974 0.5 -0.1 0.0 -1.631
H 0.924 5.197 -3.767 0.1 0.0 0.0 0.536
H 0.261 4.146 -2.495 0.0 0.1 0.1 0.065
H -0.803 4.815 -3.745 0.0 0.1 0.1 0.261
H 0.308 3.418 -5.452 0.0 -0.1 0.3 0.274
H 2.067 2.482 -3.138 0.1 0.0 0.0 0.237
H 2.574 3.506 -4.498 0.0 0.1 0.0 0.561
H 2.084 1.822 -4.771 0.1 -0.1 0.0 0.307
H -1.837 -0.295 -4.302 0.1 0.1 -0.1 0.501
H -2.605 -0.483 -2.736 0.0 0.0 -0.1 0.429
H -1.258 -2.518 -5.469 0.1 -0.1 0.0 0.232
H 1.333 -4.037 -6.055 0.1 0.0 0.0 0.373
H -0.071 -3.934 -7.145 0.0 0.0 -0.1 0.400
H -0.214 -4.764 -5.586 0.0 -0.1 0.0 0.373
H 1.520 -1.498 -6.232 0.1 0.0 0.0 0.297
H 0.168 -0.488 -5.742 0.0 0.1 -0.1 0.174
H 0.057 -1.420 -7.251 0.0 0.0 -0.1 0.421
H -0.950 -4.496 -3.141 -0.2 0.0 0.0 0.276
H -3.956 -4.315 -3.702 -0.1 0.0 0.0 0.367
H -2.973 -5.790 -3.867 0.0 -0.1 0.0 0.387
H -2.699 -4.406 -4.936 0.0 0.0 -0.1 0.351
H -3.298 -4.055 -1.248 -0.2 0.0 0.1 0.248
H -1.586 -4.004 -0.835 0.0 0.0 0.2 0.104
H -2.320 -5.536 -1.345 0.0 -0.2 0.0 0.515
H -2.523 3.603 -3.624 -0.1 0.0 0.1 -0.082
H -3.279 3.575 -0.667 -0.1 0.0 0.1 0.166
H -2.959 4.980 -1.704 0.0 0.2 0.1 0.453
H -1.639 3.886 -1.229 0.1 0.1 0.1 0.192
H -4.951 2.558 -2.101 -0.1 -0.1 0.1 0.310
H -4.674 2.360 -3.831 -0.1 0.0 -0.1 0.403
H -4.887 3.989 -3.148 -0.1 0.1 0.0 0.382
S 1.072 -0.086 -3.139 0.0 0.0 -0.3 -0.617
F -2.191 -1.578 -0.140 -0.4 0.1 -0.1 -0.067
C -2.783 -0.428 0.354 0.5 0.6 0.6 0.301
C -1.895 0.550 0.798 -1.7 0.1 -0.1 -0.193
C -2.562 1.635 1.370 0.3 -0.8 -0.2 0.282
F -1.830 2.654 1.873 -0.1 0.3 0.0 -0.466
C -3.944 1.724 1.517 0.1 0.1 0.0 0.305
F -4.522 2.769 2.153 0.1 -0.2 -0.2 -0.399
C -4.758 0.716 1.017 0.1 -0.1 -0.1 0.719
F -6.100 0.787 1.149 0.4 0.0 -0.1 -0.373
C -4.169 -0.386 0.410 0.1 -0.1 0.0 -0.156
F -4.937 -1.380 -0.082 0.1 0.1 0.1 -0.382
```
Forces are in eV/Å.

Molecular formula: C6H14NO
Method: DFT, the ωB97M-V functional and the def2-TZVPD basis

Its SMILES is CN[C@@H](C[O-])C(C)C. For the HOMO-LUMO gap, the calculation gives 6.65 eV. Its LUMO energy is 0.1451 Eh. Its charge is -1.

Structure (XYZ):
```
22
Properties=species:S:1:pos:R:3:forces:R:3:nbo_charge:R:1
C -2.199 0.826 -0.618 0.0 0.3 -0.5 -0.395
N -0.781 0.982 -0.386 -0.4 -0.3 0.7 -0.699
C 0.012 -0.209 -0.632 0.4 0.4 -0.1 -0.082
C 0.728 -0.726 0.623 0.2 0.1 0.2 -0.217
C -0.270 -1.337 1.599 -0.8 -0.1 -0.6 -0.607
C 1.559 0.346 1.326 -0.1 0.2 0.3 -0.613
C 1.037 0.164 -1.796 -0.3 1.3 0.0 -0.035
O 0.738 1.384 -2.342 0.3 -0.4 0.0 -0.952
H -2.705 0.324 0.203 -0.1 -0.4 0.1 0.159
H -2.457 0.330 -1.582 0.1 -0.1 0.4 0.148
H -2.677 1.803 -0.682 0.1 0.3 0.0 0.176
H -0.383 1.612 -1.101 0.1 0.3 -0.4 0.421
H -0.623 -1.004 -1.011 -0.3 -0.4 0.0 0.147
H 1.428 -1.494 0.280 0.0 -0.2 0.0 0.178
H -0.787 -2.188 1.130 0.2 0.0 0.2 0.191
H -1.064 -0.606 1.766 0.1 0.2 0.2 0.207
H 0.126 -1.644 2.561 0.3 -0.1 0.2 0.185
H 2.063 -0.069 2.217 0.0 0.1 -0.4 0.176
H 0.928 1.166 1.667 -0.2 -0.1 0.0 0.214
H 2.282 0.817 0.660 0.2 -0.2 0.0 0.217
H 0.991 -0.640 -2.547 0.2 -0.4 0.0 0.096
H 2.052 0.162 -1.335 0.0 -0.3 -0.2 0.083
```
Forces are in eV/Å.

Summary of electronic energy in eV
-36761.220 -14345.354 -103584.865 -104854.681 -9986.255
(order as listed above)